# CH4NP

A 2-piece molecular cluster, CH4NP overall (ωB97M-V with the def2-TZVPD basis set, OMol25).

* orbital gap (alpha / beta): 0.340 / 0.261 hartree
* HOMO (alpha / beta): -9.56 / -7.58 eV

```
! wB97M-V def2-TZVPD RIJCOSX def2/J DEFGRID3
* xyz 0 1
C 1.7583 -0.4642 -0.0625
N -2.9424 0.9738 0.1180
P -2.4359 -0.4565 -0.1799
H 2.2690 0.4716 -0.2973
H 2.2270 -1.1663 0.6766
H 1.5129 -0.8565 -1.0597
H -2.3890 1.4981 0.8048
*
```

# C26H19ClN2O2SeTi

C26H19ClN2O2SeTi as an isolated structure (ωB97M-V with the def2-TZVPD basis set, OMol25).

* orbital gap (alpha / beta): 0.150 / 0.235 hartree
* HOMO (alpha / beta): 0.17 / -2.15 eV

```
! wB97M-V def2-TZVPD RIJCOSX def2/J DEFGRID3
* xyz -2 3
Ti 0.3037 -0.8858 0.7898
C 1.7717 -2.6184 1.7811
C 2.4651 -1.3823 1.7940
C 1.7788 -0.5168 2.6767
C 0.6585 -1.2053 3.1904
C 0.6587 -2.5067 2.6356
H 2.0155 -3.4741 1.1690
H 3.3473 -1.1421 1.2195
H 2.0209 0.5177 2.8674
H -0.0930 -0.7947 3.8481
H -0.0982 -3.2611 2.7936
Se -2.4048 -1.3854 0.9051
C -2.7873 -3.1713 0.7246
N -3.0355 -4.2993 0.6098
Cl -1.6495 -7.1389 -4.1316
C -0.8766 -5.6611 -3.5751
C -1.3293 -5.0526 -2.4173
C -0.7006 -3.8909 -1.9940
C 0.3523 -3.3423 -2.7156
C 0.7822 -3.9723 -3.8787
C 0.1750 -5.1403 -4.3149
C 1.0247 -2.0554 -2.2498
O 1.8127 -1.4967 -3.0152
O 0.6847 -1.6947 -1.0845
H -2.1506 -5.4628 -1.8437
H -1.0325 -3.4038 -1.0877
H 1.5935 -3.5193 -4.4335
H 0.5040 -5.6436 -5.2148
N 0.0736 0.9352 0.7301
C -0.0785 2.2285 0.6704
C -0.4419 2.9664 1.8983
C -0.0440 4.2843 2.1725
C -0.3548 4.8984 3.3760
C -1.0769 4.2224 4.3520
C -1.4685 2.9096 4.1026
C -1.1515 2.2924 2.9071
C 0.1061 2.9283 -0.6140
C -0.4322 4.1941 -0.9008
C -0.2727 4.7810 -2.1469
C 0.4252 4.1257 -3.1543
C 0.9441 2.8592 -2.8948
C 0.7843 2.2693 -1.6555
H 0.5456 4.8230 1.4412
H -0.0173 5.9135 3.5583
H -1.3202 4.7038 5.2922
H -2.0276 2.3601 4.8521
H -1.4409 1.2660 2.7187
H -1.0134 4.7115 -0.1486
H -0.7129 5.7548 -2.3366
H 0.5469 4.5842 -4.1291
H 1.4717 2.3161 -3.6706
H 1.1646 1.2722 -1.4685
*
```

# C30H42Br2N2P2V

C30H42Br2N2P2V as an isolated structure (ωB97M-V with the def2-TZVPD basis set, OMol25).

* orbital gap (alpha / beta): 0.253 / 0.198 hartree
* HOMO (alpha / beta): -13.81 / -13.99 eV

```
! wB97M-V def2-TZVPD RIJCOSX def2/J DEFGRID3
* xyz 2 4
C 3.1828 4.9758 -0.6345
C 1.9846 4.4135 -1.1215
C 1.9070 4.1373 -2.4985
C 2.9413 4.5658 -3.3595
N 4.0171 5.1801 -2.8446
C 4.1786 5.3768 -1.5344
C 0.9115 4.1371 -0.2366
C -0.1715 3.9057 0.3458
C -1.2709 3.1330 0.8131
C -1.1651 2.4176 2.0125
C -2.0938 1.3761 2.2454
C -2.7925 1.0397 1.0326
C -3.2471 1.9417 0.1235
C -2.4290 3.0552 -0.0010
V -1.9521 -0.6316 1.4625
P 0.8869 -0.2753 0.4351
H 1.0159 3.6642 -2.9248
H 3.3104 5.1680 0.4298
H 2.8659 4.4340 -4.4560
H 5.0921 5.9003 -1.1889
H -2.6728 3.8645 -0.7058
H -0.3867 2.6249 2.7052
H -4.1061 1.7767 -0.5109
H -2.4125 1.0388 3.2484
C 1.8201 -1.8950 0.5678
C 3.0384 -2.1639 -0.3236
H 1.0703 -2.6807 0.3746
H 2.1240 -1.9968 1.6237
H 3.3982 -3.1969 -0.1554
H 2.8173 -2.0958 -1.3961
H 3.8971 -1.5174 -0.0979
C 1.1796 0.2847 -1.3218
C 2.5623 0.7189 -1.8318
H 0.4995 1.1485 -1.4347
H 0.8103 -0.5130 -1.9893
H 2.4930 1.0071 -2.8922
H 2.9278 1.6193 -1.3235
H 3.3373 -0.0576 -1.7747
C 2.0130 0.8920 1.3301
C 3.5401 0.6773 1.3432
H 1.6831 0.8710 2.3820
H 1.7866 1.9095 0.9720
H 4.0194 1.4526 1.9624
H 3.8123 -0.2843 1.8034
H 4.0063 0.7423 0.3517
Br -4.3279 -0.9002 1.7194
P -1.8103 -1.7221 -0.9184
C -0.7289 -2.6751 -2.0570
C -1.3420 -3.9391 -2.6583
H 0.1621 -2.9251 -1.4613
H -0.4202 -1.9825 -2.8534
H -0.5983 -4.4133 -3.3072
H -1.6187 -4.6804 -1.8972
H -2.2182 -3.7228 -3.2855
C -2.9308 -2.9960 -0.2096
C -4.2435 -3.2633 -0.9728
H -3.2631 -2.6900 0.8142
H -2.3704 -3.9293 -0.0248
H -4.8623 -3.9849 -0.4082
H -4.8576 -2.3567 -1.1050
H -4.0494 -3.7117 -1.9569
C -2.7048 -0.5457 -2.0052
C -3.1988 -0.9989 -3.3832
H -2.0030 0.2967 -2.1189
H -3.5395 -0.1366 -1.4203
H -3.7449 -0.1656 -3.8512
H -2.3735 -1.2518 -4.0601
H -3.8905 -1.8483 -3.3197
Br 0.2176 -4.6715 5.1290
C 0.0244 -2.8211 4.6977
C 0.4852 -1.8082 5.5653
C 0.4599 -0.4637 5.1581
C -0.0589 -0.1994 3.8977
N -0.6742 -1.1255 3.1126
C -0.6036 -2.4393 3.5029
H 0.8053 -2.0811 6.5593
H 0.8236 0.3604 5.7977
H 0.0250 0.8208 3.5126
H -0.9998 -3.1701 2.8010
*
```

# C4H8O2

An isolated molecule of C4H8O2 (ωB97M-V with the def2-TZVPD basis set, OMol25).

* SMILES: COCC(C)=O
* orbital gap: 0.381 hartree
* HOMO: -9.51 eV

```
! wB97M-V def2-TZVPD RIJCOSX def2/J DEFGRID3
* xyz 0 1
C 1.1893 0.0365 1.3255
O -0.1158 0.5725 1.3158
C -0.5382 1.1637 0.1195
C -0.6558 0.2609 -1.1119
C -0.5802 -1.2377 -0.9346
O -0.8344 0.7793 -2.1930
H 1.8033 0.4036 0.4919
H 1.6736 0.3241 2.2636
H 1.1408 -1.0582 1.2777
H -1.5463 1.5484 0.3141
H 0.0824 2.0266 -0.1621
H -1.1455 -1.7250 -1.7325
H -0.9406 -1.5437 0.0517
H 0.4674 -1.5511 -1.0259
*
```

# C3H8Br2OSi

A 2-piece molecular cluster, C3H8Br2OSi overall (ωB97M-V with the def2-TZVPD basis set, OMol25).

* SMILES: CC=[Si](Br)Br.CO
* orbital gap: 0.295 hartree
* HOMO: -8.12 eV

```
! wB97M-V def2-TZVPD RIJCOSX def2/J DEFGRID3
* xyz 0 1
C 1.3905 3.3438 0.2256
C 2.0337 1.9876 0.3096
Si 1.1839 0.4908 -0.0316
Br -0.7780 0.4334 -1.0533
Br 2.0518 -1.5488 -0.0700
H 1.9248 3.9593 -0.5004
H 0.3526 3.2799 -0.0912
H 1.4278 3.8625 1.1852
H 3.0087 1.9547 0.7787
C -1.9036 -3.0562 -0.4142
O -2.2333 -2.3343 0.7477
H -0.9060 -2.7399 -0.7177
H -2.6007 -2.8430 -1.2322
H -1.8790 -4.1356 -0.2349
H -3.0732 -2.6544 1.0987
*
```

# C21H25AsIrO8S

C21H25AsIrO8S as an isolated structure (ωB97M-V with the def2-TZVPD basis set, OMol25).

* orbital gap (alpha / beta): 0.247 / 0.246 hartree
* HOMO (alpha / beta): -14.02 / -13.98 eV

```
! wB97M-V def2-TZVPD RIJCOSX def2/J DEFGRID3
* xyz 2 2
Ir 0.0908 -0.5511 0.1413
O -3.2596 3.2270 0.0033
C -2.2284 2.4364 -0.2423
O -1.5649 1.8433 0.5614
C -2.0387 2.3498 -1.7436
O -0.6459 2.0023 -1.9441
C 0.0989 2.6113 -2.7282
C 2.0876 0.6922 2.3489
O 2.9263 1.4156 2.6416
O 1.2374 -0.0644 2.0584
H -3.4584 3.2385 0.9541
H -2.2766 3.2775 -2.2609
H -2.6171 1.5130 -2.1345
H -0.2975 3.4066 -3.3654
H 1.1519 2.3497 -2.7050
O 1.8361 -0.8178 -1.0175
C 1.5567 -1.1786 -2.4306
C 0.0440 -1.5300 -2.5087
O -0.4260 -2.1259 -3.4364
O -0.7202 -0.9271 -1.6046
C 2.5449 -2.2862 -2.7879
C 3.8326 -2.2461 -2.2438
C 4.7649 -3.2256 -2.5498
C 4.4332 -4.2473 -3.4257
C 3.1690 -4.2763 -3.9921
C 2.2259 -3.3056 -3.6821
C 1.7701 0.0535 -3.3104
C 0.9403 0.2873 -4.4063
C 1.1745 1.3729 -5.2487
C 2.2383 2.2322 -5.0064
C 3.0572 2.0117 -3.9057
C 2.8273 0.9279 -3.0654
H 2.4158 -1.5116 -0.6626
H 4.1573 -1.4312 -1.6019
H 5.7545 -3.1771 -2.1156
H 5.1596 -5.0096 -3.6727
H 2.9047 -5.0634 -4.6856
H 1.2496 -3.3486 -4.1326
H 0.1338 -0.3966 -4.6361
H 0.5428 1.5199 -6.1155
H 2.4334 3.0609 -5.6736
H 3.8906 2.6741 -3.7075
H 3.4804 0.7721 -2.2161
C -0.9317 -1.3245 4.3399
As -1.3488 -2.4611 2.8471
C -2.8948 -3.5038 3.2928
C 0.1292 -3.6539 2.5636
S -1.8624 -1.3673 1.0620
H -0.8516 -1.9273 5.2433
H -1.7273 -0.5916 4.4522
H 0.0104 -0.8163 4.1512
H -2.7322 -3.9942 4.2509
H -3.0532 -4.2457 2.5133
H -3.7614 -2.8492 3.3541
H 0.2735 -4.2607 3.4567
H 1.0263 -3.0731 2.3633
H -0.0970 -4.2916 1.7116
*
```

Energy above the lowest of the compared OMol25 structures with the same formula, charge and spin in kcal per mole, matching the order above: 68.5 0.0 0.0 33.5 71.6 24.1
Electronic energy in eV, matching the order above: -11876.5412 -135333.3409 -219102.9268 -8371.8307 -153251.0942 -113058.7856